Computed, not measured: C24H29BrCoN8O5S as an isolated structure in a non-equilibrium geometry, with ωB97M-V with the def2-TZVPD basis set.

```
69
Properties=species:S:1:pos:R:3:forces:R:3:lowdin_spin:R:1
Co 1.128971 -1.528355 0.023846 0.420 -0.058 1.486 0.9554
N -1.627925 3.667679 4.135142 0.126 -0.352 0.217 0.0000
C -0.923552 2.479658 3.981821 -0.068 0.209 0.099 0.0000
C 0.465777 2.449174 4.140729 -0.027 0.079 0.044 0.0000
C 1.167060 1.266081 3.980146 -0.119 -0.088 -0.129 0.0000
C 0.478505 0.096746 3.670975 -0.145 0.374 0.112 0.0000
C -0.911836 0.105217 3.545122 0.192 -0.118 0.205 -0.0001
C -1.601321 1.287847 3.701354 -0.117 0.058 0.092 0.0000
S 1.373477 -1.381256 3.413176 0.164 0.056 -0.346 -0.0005
O 1.126842 -2.301750 4.475543 -0.068 -0.147 0.113 -0.0019
O 2.748128 -0.983423 3.153087 0.141 0.026 0.139 -0.0003
N 0.873116 -1.946616 1.993168 -0.801 -0.701 -0.577 -0.0088
C -0.232560 -2.720168 1.764671 0.111 0.127 0.391 0.0043
N -0.268546 -3.015892 0.449777 -0.260 -0.265 -0.662 0.0008
C -1.241359 -3.803320 0.005517 0.302 0.249 -0.211 0.0034
C -2.192120 -4.321659 0.851110 -0.097 -0.034 0.103 -0.0002
C -2.122796 -3.897502 2.170817 0.222 0.275 0.246 0.0045
N -1.170559 -3.094768 2.643472 0.073 -0.158 -0.175 -0.0008
H -1.110163 4.522695 4.047803 0.060 0.048 -0.101 0.0000
H -2.556056 3.702494 3.753315 -0.028 -0.013 -0.075 0.0000
H 0.995215 3.364442 4.389410 -0.043 -0.065 -0.061 0.0000
H 2.249250 1.243635 4.072395 -0.184 0.000 -0.010 0.0000
H -1.447450 -0.813844 3.324875 0.095 0.146 0.017 0.0000
H -2.682221 1.302305 3.586560 0.106 -0.002 0.009 0.0000
H -1.253499 -4.009877 -1.059870 0.027 0.023 0.025 0.0001
H -2.967098 -4.982441 0.497461 -0.046 0.003 0.015 -0.0001
H -2.885471 -4.199632 2.884754 0.099 0.021 -0.020 0.0003
C 3.713140 0.146365 0.211363 -0.241 -0.211 -0.005 -0.0001
O 3.140553 -1.141924 0.507838 0.124 0.557 -1.095 0.0169
H 4.797258 0.085138 0.168238 0.133 -0.103 0.026 0.0001
H 3.424577 0.871065 0.971688 -0.076 0.015 0.025 0.0001
H 3.337478 0.471789 -0.756456 -0.041 -0.042 -0.021 0.0000
H 3.149840 -1.239007 1.471141 -0.047 -0.032 0.686 0.0004
C 0.427799 1.674160 -4.516235 0.097 0.018 0.012 0.0000
C -0.007827 1.729187 -3.070521 0.136 -0.220 0.088 0.0000
N 0.785355 0.762804 -2.315358 -0.300 0.037 0.170 -0.0004
C 0.954893 -0.512156 -2.752351 0.234 -0.199 -0.204 -0.0023
N 1.309985 -1.452440 -1.901678 -0.169 0.023 -0.190 -0.0082
C 1.660359 -2.773871 -2.422537 0.022 0.119 0.120 0.0045
C 0.810347 -3.138071 -3.614904 -0.146 -0.079 -0.007 0.0006
C 1.022796 -2.073964 -4.661062 -0.155 0.255 0.077 0.0003
N 0.834480 -0.735910 -4.092797 -0.077 -0.034 -0.086 -0.0008
C 0.268115 0.255197 -5.015196 0.241 -0.128 0.131 -0.0002
H 1.472951 1.984455 -4.587741 -0.037 -0.001 -0.015 0.0000
H -0.175770 2.342771 -5.131075 0.037 0.001 0.004 0.0000
H -1.081825 1.524580 -2.989290 -0.020 -0.040 0.035 0.0000
H 0.171909 2.710592 -2.644213 0.023 0.111 0.086 0.0000
H 0.716476 0.824393 -1.295364 0.024 -0.074 -0.081 -0.0001
H 1.520822 -3.499565 -1.620511 0.030 -0.004 0.061 0.0031
H 2.718602 -2.803738 -2.698046 0.076 0.003 0.008 0.0000
H -0.242232 -3.161627 -3.315709 0.031 -0.032 -0.034 0.0000
H 1.080685 -4.117828 -4.012815 -0.014 0.038 0.016 0.0000
H 0.319060 -2.190669 -5.482311 -0.094 0.025 -0.092 0.0001
H 2.028099 -2.156689 -5.073898 0.142 0.021 -0.105 0.0000
H -0.789507 0.035622 -5.174402 -0.146 -0.071 -0.015 0.0000
H 0.772709 0.134166 -5.971785 0.045 -0.029 -0.109 0.0000
Br -4.938455 3.988446 0.439411 -0.095 0.031 -0.001 0.0001
C -3.119736 3.498943 0.589657 -0.039 0.122 0.015 0.0001
C -2.164105 4.483436 0.774653 0.524 -0.082 0.036 -0.0002
N -0.861492 4.197748 0.905653 -0.289 -0.301 -0.075 0.0000
C -0.497748 2.909571 0.827693 -0.104 0.346 -0.050 0.0001
C -1.400907 1.870799 0.621803 0.256 0.047 -0.227 0.0017
C -2.743618 2.175174 0.512586 -0.210 -0.148 -0.029 0.0002
C -0.963640 0.430907 0.490407 0.271 -0.403 0.285 0.0024
O -1.818944 -0.451419 0.536355 0.341 0.234 -0.174 -0.0005
O 0.315130 0.264860 0.351134 -0.647 0.500 -0.206 0.0264
H -2.452920 5.529377 0.818851 0.054 -0.071 0.018 0.0000
H 0.557666 2.683041 0.948151 -0.105 0.057 -0.026 0.0001
H -3.464137 1.376830 0.373485 0.076 0.051 0.006 0.0000
```
Positions in Å, forces in eV/Å.

## Properties
E_HOMO (alpha / beta) = -7.77 / -7.77 eV
<S²> = 0.7594
spin multiplicity = 2
gap between HOMO and LUMO (alpha / beta) = 0.299 / 0.299 hartree

Computed, not measured: a 3-piece molecular cluster, C24H38FN3O4S2 overall, with ωB97M-V with the def2-TZVPD basis set.

```
72
Properties=species:S:1:pos:R:3:forces:R:3:mulliken_charge:R:1
F 2.940547 -2.523844 -1.378083 0.041 0.468 -0.094 -0.2465
C 3.082251 -1.192162 -1.551667 -0.041 -0.060 0.102 0.5535
C 4.307639 -0.588646 -1.273987 -0.295 -0.136 -0.080 -0.2518
S 5.697167 -1.557373 -0.767897 0.211 -0.057 -0.056 -0.2193
C 4.413874 0.784821 -1.463502 -0.117 0.025 -0.089 -0.3235
C 3.330200 1.531502 -1.896389 -0.094 -0.116 0.014 -1.1192
C 2.113765 0.905922 -2.167121 0.037 -0.040 -0.086 0.6825
C 1.982489 -0.472296 -2.001718 0.302 -0.203 0.087 0.0655
S 0.471924 -1.276617 -2.418369 -0.004 -0.038 0.012 -0.2338
C -0.614230 0.003058 -1.870201 -0.253 -0.040 0.075 0.6082
C -1.844307 -0.309235 -1.303746 0.044 -0.049 0.032 -0.5920
C -2.730046 0.698572 -0.949741 -0.018 0.002 -0.012 -0.3551
C -2.374461 2.023486 -1.141547 0.237 0.108 -0.195 -0.0917
C -1.135177 2.340877 -1.681710 0.020 -0.038 0.010 -0.9799
C -0.254594 1.333608 -2.054684 0.018 -0.065 -0.085 0.4136
N 1.002795 1.629426 -2.626591 0.058 0.255 0.290 -0.2357
H 5.419417 -1.571707 0.540178 -0.035 -0.021 0.120 0.1603
H 5.364343 1.260201 -1.259918 -0.032 0.015 -0.011 0.4414
H 3.412968 2.603365 -2.027242 0.049 0.000 0.010 0.2987
H -2.103971 -1.349423 -1.144118 0.018 0.039 -0.017 0.3986
H -3.692074 0.456283 -0.519399 -0.004 -0.068 -0.001 0.4092
H -3.038820 2.831371 -0.879132 -0.047 0.038 0.113 0.0343
H -0.846294 3.377648 -1.818491 -0.039 -0.013 0.009 0.2832
H 1.179911 2.624251 -2.629271 0.011 -0.014 -0.114 0.2751
C -6.151663 8.888692 2.650871 -0.007 0.016 0.055 -0.7438
O -6.289818 7.560591 3.110504 0.076 -0.019 -0.084 -0.3559
C -7.514735 6.936584 2.748148 -0.083 0.043 0.049 -0.7986
C -7.262288 5.758450 1.836340 0.075 -0.017 -0.055 -0.2152
N -6.748505 6.200086 0.549252 0.085 -0.014 0.086 -0.2935
C -6.339045 5.128387 -0.348034 -0.051 0.096 -0.023 -1.1071
C -5.175969 4.243090 0.081539 -0.044 -0.110 -0.052 -0.1141
O -3.928171 4.909563 0.134255 -0.022 0.040 0.012 -0.4294
C -3.631910 5.555672 1.358978 0.106 -0.019 -0.053 -0.6464
H -5.216594 9.271923 3.054914 0.007 -0.002 -0.002 0.2462
H -6.116608 8.947959 1.557300 -0.034 -0.014 -0.001 0.3126
H -6.972280 9.520346 3.005423 -0.002 0.016 0.000 0.3547
H -8.175979 7.658368 2.259867 -0.014 -0.026 -0.036 0.4142
H -8.002910 6.586391 3.661886 0.009 0.029 0.014 0.3872
H -8.205867 5.228375 1.675517 0.000 -0.020 -0.009 0.3687
H -6.582975 5.071832 2.362123 -0.037 -0.023 0.016 0.1848
H -5.965722 6.822871 0.704603 -0.008 0.015 -0.011 0.1365
H -6.074834 5.579767 -1.307187 -0.007 -0.011 -0.006 0.4487
H -7.205668 4.483787 -0.528269 -0.006 -0.012 0.003 0.3890
H -5.070356 3.462495 -0.676919 -0.006 -0.009 0.003 0.3503
H -5.368554 3.736322 1.034984 -0.030 0.060 0.029 0.3012
H -4.071970 5.024937 2.207242 -0.012 0.003 0.020 0.2975
H -3.977629 6.592831 1.375725 -0.055 -0.018 0.029 0.2094
H -2.547946 5.559473 1.472071 -0.003 -0.013 -0.001 0.2908
C 7.819969 -6.807853 -0.199943 0.028 0.013 0.035 -0.7215
O 6.934688 -6.259062 0.752867 -0.055 -0.093 -0.069 -0.3897
C 6.253746 -5.089247 0.315208 0.041 0.132 0.032 -0.8055
C 4.767549 -5.332543 0.198146 -0.059 -0.050 -0.023 0.1959
N 4.476360 -6.250418 -0.891935 0.055 -0.077 0.103 -0.3307
C 3.076144 -6.632544 -1.012306 0.025 0.058 -0.103 -0.6153
C 2.453021 -7.416525 0.135008 -0.079 0.045 0.031 -0.5063
O 2.995698 -8.712260 0.302691 0.053 -0.051 0.002 -0.4199
C 4.119636 -8.799713 1.155117 -0.028 -0.060 -0.014 -0.5421
H 8.328397 -7.643264 0.278133 -0.003 -0.007 0.002 0.2525
H 7.296999 -7.173764 -1.090458 -0.007 0.034 -0.008 0.2993
H 8.569218 -6.074903 -0.516318 0.013 0.000 -0.010 0.3507
H 6.652653 -4.745900 -0.643575 -0.016 -0.019 -0.022 0.4334
H 6.430402 -4.304627 1.057676 0.020 -0.004 -0.001 0.3070
H 4.275575 -4.377207 -0.008217 -0.015 -0.019 -0.003 0.0964
H 4.408931 -5.691826 1.174223 0.003 0.043 0.016 0.1768
H 5.042439 -7.082789 -0.782210 -0.016 -0.009 -0.019 0.1527
H 2.970506 -7.231310 -1.920151 -0.006 0.005 -0.001 0.4259
H 2.486709 -5.721636 -1.161546 -0.003 0.014 0.003 0.2377
H 1.393788 -7.557261 -0.095284 0.003 -0.016 0.013 0.3728
H 2.507694 -6.866740 1.082793 0.028 0.023 -0.019 0.3300
H 4.071213 -8.057687 1.957383 0.011 0.006 0.016 0.2652
H 5.063276 -8.667435 0.617373 0.003 0.050 0.024 0.1943
H 4.118071 -9.795365 1.598536 -0.004 0.001 -0.003 0.2769
```
Positions in Å, forces in eV/Å.

## Properties
E_HOMO = -7.94 eV
gap between HOMO and LUMO = 0.316 hartree
SMILES = Fc1c(S)ccc2c1Sc1ccccc1N2.COCCNCCOC.COCCNCCOC

Computed, not measured: an isolated molecule of C18H26N4O6S, with ωB97M-V with the def2-TZVPD basis set.

```
55
Properties=species:S:1:pos:R:3:forces:R:3:nbo_charge:R:1
C 0.096606 2.896659 -1.246371 -0.014 -0.006 0.001 -0.4117
N 0.100887 1.660211 -2.019666 0.020 -0.005 0.005 -0.4494
C 1.139413 1.434108 -3.019881 -0.014 -0.004 -0.003 -0.2066
C 2.261755 0.510304 -2.545618 0.000 -0.007 0.003 -0.4113
C 2.932849 0.976401 -1.253371 -0.322 0.039 0.100 -0.2291
N 3.077418 -0.149968 -0.306088 0.480 -0.249 -0.075 -0.6886
C 3.512186 0.335235 0.971768 -0.224 0.652 -0.163 0.6778
O 4.661551 0.608788 1.217260 0.074 -0.446 0.141 -0.5415
C 2.406812 0.584825 1.902966 -0.011 0.022 -0.015 -0.4172
C 2.487192 1.133428 3.151695 0.004 -0.014 0.004 0.0454
N 1.302972 1.285860 3.803738 0.000 0.008 0.001 -0.4273
C 0.320543 0.877556 3.052557 -0.005 0.004 -0.009 0.0318
C -1.130180 0.969494 3.457078 -0.004 -0.012 0.018 0.3321
O -1.646638 2.262070 3.245090 0.006 -0.006 -0.005 -0.5113
C -2.444449 2.196044 2.057448 0.004 0.007 -0.005 -0.1097
C -2.980066 0.784651 2.107009 -0.006 -0.006 0.007 -0.1028
O -1.865813 0.068371 2.662774 0.011 0.001 -0.017 -0.5360
S 0.762943 0.248731 1.520671 -0.001 -0.001 0.006 0.4849
C -0.931410 0.804391 -1.783700 0.004 0.004 -0.010 0.6933
O -1.767745 1.053658 -0.929726 0.001 0.012 0.006 -0.6430
C -1.055838 -0.431329 -2.660189 -0.004 0.006 -0.007 -0.5056
C -1.937217 -1.499701 -2.031789 0.005 -0.006 0.002 -0.2203
N -1.362696 -2.103677 -0.837677 -0.011 0.009 0.004 -0.4407
C -0.111438 -2.831341 -1.000345 0.007 -0.004 -0.003 -0.2339
C 0.404154 -3.360578 0.320529 -0.002 -0.003 0.002 -0.0787
O -0.615691 -4.056538 1.001813 -0.002 -0.002 -0.003 -0.5144
C -1.634868 -3.151239 1.374564 0.007 0.004 -0.001 -0.1698
C -2.190708 -2.327206 0.226321 -0.004 0.012 0.006 0.6704
O -3.320690 -1.878256 0.299164 0.012 0.003 0.004 -0.6286
H -0.845059 3.429228 -1.383450 -0.006 0.001 0.004 0.2169
H 0.211389 2.695750 -0.179770 0.000 0.003 0.006 0.2118
H 0.917278 3.527623 -1.580014 -0.001 -0.004 0.000 0.2002
H 0.696059 1.035134 -3.933561 0.001 0.000 0.001 0.2082
H 1.546998 2.410608 -3.284254 0.005 -0.002 -0.002 0.2072
H 1.849939 -0.482389 -2.358011 0.000 -0.001 -0.006 0.2062
H 2.992510 0.401573 -3.350727 -0.002 0.006 -0.003 0.2133
H 3.897398 1.455139 -1.446737 0.001 -0.003 -0.001 0.1949
H 2.303220 1.716147 -0.756599 0.003 0.006 -0.001 0.2011
H 3.832426 -0.738665 -0.651612 0.001 -0.002 0.006 0.3780
H 3.413012 1.428912 3.623295 -0.001 0.001 0.001 0.2249
H -1.215815 0.744211 4.524263 -0.003 0.004 0.001 0.1800
H -3.209443 2.965810 2.128651 -0.001 0.000 0.001 0.1986
H -1.836670 2.348389 1.163208 0.000 -0.002 -0.001 0.1917
H -3.840959 0.697663 2.774907 -0.002 0.001 -0.002 0.1714
H -3.203515 0.357197 1.134740 -0.001 -0.009 0.001 0.2442
H -1.527259 -0.111540 -3.595483 0.001 0.000 0.000 0.2399
H -0.083858 -0.832986 -2.939456 0.001 -0.001 0.001 0.2111
H -2.890176 -1.069663 -1.739061 -0.001 0.000 0.000 0.2661
H -2.123410 -2.283211 -2.776063 0.001 0.000 0.001 0.1876
H -0.256881 -3.659240 -1.705654 -0.001 -0.002 0.002 0.1870
H 0.647605 -2.163505 -1.416161 -0.005 -0.001 -0.002 0.1976
H 1.218923 -4.061545 0.143802 0.001 0.000 0.004 0.1998
H 0.778520 -2.537079 0.939929 0.000 -0.005 -0.002 0.1763
H -2.460511 -3.726346 1.785017 0.002 -0.004 -0.002 0.2220
H -1.283543 -2.448162 2.140776 -0.004 0.005 -0.002 0.2059
```
Positions in Å, forces in eV/Å.

## Properties
E_HOMO = -9.32 eV
gap between HOMO and LUMO = 0.340 hartree
SMILES = CN(CCCNC(=O)c1cnc(C2OCCO2)s1)C(=O)CCN1CCOCC1=O

Listing E_tot for the structures above in their given order: -166024.0211 -62550.2445 -48168.6151 eV.